1) Here is the molecule C4H9N3 from the OMol25 dataset. Energies are from ωB97M-V/def2-TZVPD.

SMILES: [H]/N=C(\C)N(N)C=C
Orbital gap (eV): 9.449
Total charge: 0
Highest occupied orbital energy (eV): -8.48
LUMO (Ha): 0.03565

Each line ends with the Mulliken charge.
Geometry (Å):
C -1.1974 -1.2033 1.5205  -1.123
N -0.5702 1.1605 1.5909  -0.712
C -0.5964 0.0481 0.9106  0.648
N -0.5153 -0.8033 -1.3115  -0.587
C 1.0320 0.9796 -0.6297  -0.009
C 1.9968 0.9193 -1.5591  -0.825
N 0.0864 -0.0252 -0.2977  0.188
H -1.0486 1.0554 2.4895  0.219
H 0.1982 -1.1162 -1.9660  0.238
H -1.1372 -0.1924 -1.8452  0.243
H 0.9383 1.9109 -0.0723  0.289
H -0.4411 -1.6709 2.1593  0.246
H -1.5011 -1.9239 0.7592  0.352
H -2.0610 -0.9480 2.1403  0.363
H 2.1706 0.0370 -2.1626  0.226
H 2.6460 1.7724 -1.7262  0.245

2) Here is the molecule C4H9N3 from the OMol25 dataset. Energies are from ωB97M-V/def2-TZVPD.

SMILES: C=CN/N=C(/C)N
Orbital gap (eV): 8.039
Total charge: 0
Highest occupied orbital energy (eV): -7.08
LUMO (Ha): 0.03530

Each line ends with the Mulliken charge.
Geometry (Å):
C 1.8246 1.1122 0.3251  -1.330
N -1.1461 -0.2549 -1.0222  -0.224
C 0.3560 0.8526 0.0903  0.659
N -0.5205 1.5942 0.8575  -0.411
C -1.2079 -1.3552 -0.1472  -0.095
C -0.3473 -2.3859 -0.0355  -0.692
N 0.0545 0.3633 -1.1153  -0.565
H -1.6478 -0.3667 -1.9072  0.265
H -0.2355 2.5352 1.0946  0.246
H -1.4690 1.4893 0.5126  0.270
H -2.2513 -1.5374 0.1091  0.349
H 2.0858 2.0910 -0.0870  0.305
H 2.4310 0.3622 -0.1867  0.310
H 2.0352 1.0986 1.3983  0.389
H -0.6699 -3.3402 0.3641  0.285
H 0.7083 -2.2583 -0.2506  0.240

3) Here is the molecule C4H9N3 from the OMol25 dataset. Energies are from ωB97M-V/def2-TZVPD.

Orbital gap (eV): 8.215
Total charge: 0
Highest occupied orbital energy (eV): -7.28
LUMO (Ha): 0.03440

Each line ends with the Mulliken charge.
Geometry (Å):
C 2.0014 0.3406 -0.1661  -0.656
C 0.6526 -1.5629 -0.1653  -1.078
N 0.9275 1.1680 -0.0387  -0.101
C -0.3226 0.6398 0.2279  0.014
C -0.4757 -0.7333 0.0489  0.590
N -1.4355 1.5130 0.3025  -0.544
N -1.7576 -1.2375 -0.2252  -0.556
H 0.9301 2.0403 -0.5575  0.242
H -1.4482 2.2562 -0.3896  0.216
H -1.5832 1.9270 1.2138  0.222
H -1.9534 -2.1213 0.2193  0.232
H -2.4879 -0.5564 -0.0665  0.272
H 2.3812 -0.1146 0.7314  0.250
H 2.7348 0.6187 -0.9131  0.316
H 0.4979 -2.3908 -0.8533  0.326
H 1.3384 -1.7869 0.6316  0.255

Which of them is most stable, and which least? Most stable: 1); least stable: 2).

1) Here is the molecule C4H9N3 from the OMol25 dataset. Energies are from ωB97M-V/def2-TZVPD.

SMILES: CCN[C@H](N)C#N
Orbital gap (eV): 9.814
Total charge: 0
Highest occupied orbital energy (eV): -8.89
LUMO (Ha): 0.03381

Each line ends with the Mulliken charge.
Geometry (Å):
C 0.7787 0.7350 -0.3473  -0.083
C 0.1144 -1.5542 -0.0551  -0.543
C -1.6350 -0.9768 0.0178  -1.215
N 0.9663 -0.5265 0.3375  -0.330
N 1.8293 1.6593 0.0171  -0.579
C -0.5926 1.2661 0.0100  0.394
N -1.2240 2.0918 0.5245  -0.559
H 0.9904 -0.3890 1.3438  0.276
H 0.7879 0.5315 -1.4263  0.254
H 2.0534 2.2910 -0.7404  0.270
H 1.5747 2.1894 0.8430  0.290
H 0.2107 -1.7579 -1.1183  0.294
H 0.2017 -2.4276 0.5832  0.377
H -2.0291 -1.9462 -0.2924  0.401
H -2.0671 -0.3321 -0.7466  0.424
H -1.9598 -0.8538 1.0496  0.331

2) Here is the molecule C4H9N3 from the OMol25 dataset. Energies are from ωB97M-V/def2-TZVPD.

SMILES: [H]/N=C(\N)C1CNC1
Orbital gap (eV): 9.418
Total charge: 0
Highest occupied orbital energy (eV): -8.68
LUMO (Ha): 0.02708

Each line ends with the Mulliken charge.
Geometry (Å):
C -0.6366 -0.4731 -0.6306  -0.002
C -0.3166 0.5106 0.2800  0.367
C -0.0091 0.1142 1.7937  -0.583
C 1.1703 0.7163 0.0127  -0.523
H -1.4446 -0.7076 -2.6034  0.241
H -1.0350 1.0144 -1.9571  0.198
H -1.0451 -2.1875 -1.2909  0.177
H -1.0562 1.3542 0.1103  0.335
H -0.1028 1.1626 2.4658  0.254
H -0.5793 -0.7681 2.0799  0.357
H 1.9606 -0.7524 1.2739  0.296
H 1.3531 -0.1250 -0.8274  0.277
H 1.9617 1.7384 -0.0015  0.220
N -1.0466 0.0173 -1.8389  -0.450
N -0.5618 -1.7920 -0.3561  -0.648
N 1.3879 0.1777 1.4898  -0.516

Which of them is most stable, and which least? Most stable: 1); least stable: 2).

1) Here is the molecule CH3ClN2O2 from the OMol25 dataset. Energies are from ωB97M-V/def2-TZVPD.

SMILES: O=[N+]([O-])CNCl
Orbital gap (eV): 10.340
Total charge: 0
Highest occupied orbital energy (eV): -10.11
LUMO (Ha): 0.00838

Each line ends with the Mulliken charge.
Geometry (Å):
C -0.1304 0.5916 0.3065  -0.529
N 1.1532 0.6378 -0.3847  -0.315
N -0.8939 -0.7766 0.0437  0.959
O -0.6893 -1.1819 -1.0357  -0.561
O -1.6291 -1.2114 0.8589  -0.582
Cl 2.4145 -0.3549 0.3196  -0.057
H -0.1902 0.6589 1.3174  0.412
H -0.9114 1.1826 -0.0764  0.321
H 0.8767 0.4539 -1.3493  0.351

2) Here is the molecule CH3ClN2O2 from the OMol25 dataset. Energies are from ωB97M-V/def2-TZVPD.

SMILES: [O-]/[N+](CCl)=N\O
Orbital gap (spin up / spin down) (eV): 8.864 / 9.646
Total charge: 0
Highest occupied orbital energy (spin up / spin down) (eV): -8.80 / -9.71
LUMO (spin up / spin down) (Ha): 0.00237 / -0.00219

Each line ends with the Mulliken charge.
Geometry (Å):
C 1.1140 -0.6928 0.3566  -0.243
N -1.2525 -0.1101 -0.6731  -0.165
N 0.1083 0.2782 0.3709  0.388
O 0.1032 1.3686 0.9054  -0.465
O -2.0163 0.9834 -0.6295  -0.284
Cl 2.5979 -0.0624 -0.4858  -0.188
H 1.4332 -0.9172 1.3807  0.270
H 0.7699 -1.5742 -0.1812  0.292
H -2.8576 0.7265 -1.0439  0.394

3) Here is the molecule CH3ClN2O2 from the OMol25 dataset. Energies are from ωB97M-V/def2-TZVPD.

SMILES: [O-]/[N+](CCl)=N\O
Orbital gap (spin up / spin down) (eV): 9.072 / 9.434
Total charge: 0
Highest occupied orbital energy (spin up / spin down) (eV): -9.11 / -9.49
LUMO (spin up / spin down) (Ha): -0.00148 / -0.00203

Each line ends with the Mulliken charge.
Geometry (Å):
C -1.0945 0.5850 0.4170  -0.316
N 1.1324 0.2334 -0.4952  -0.324
N -0.0470 -0.3651 0.2279  0.651
O -0.0332 -1.4906 0.6920  -0.526
O 2.0886 -0.7243 -0.5904  -0.315
Cl -2.5801 -0.0325 -0.3823  -0.164
H -1.3293 0.6973 1.4795  0.276
H -0.8103 1.5295 -0.0422  0.329
H 2.6733 -0.4328 -1.3063  0.387

Which of them is most stable, and which least? Most stable: 1); least stable: 2).

1) Here is a cluster of 2 separate species, CH3ClN2O2 in total from the OMol25 dataset. Energies are from ωB97M-V/def2-TZVPD.

SMILES: O=NCl.C=NO
Orbital gap (eV): 9.582
Total charge: 0
Highest occupied orbital energy (eV): -9.72
LUMO (Ha): -0.00497

Each line ends with the Mulliken charge.
Geometry (Å):
C -1.3977 -0.2634 -0.6797  -0.297
N 2.1307 -0.4348 -0.2585  0.318
N -0.3957 -0.1482 0.0362  -0.022
O -0.4117 0.7670 1.0081  -0.322
O 2.1495 0.6974 -0.0286  -0.211
Cl 2.8141 -1.6146 0.8428  -0.118
H -2.2078 0.5762 -0.4886  0.060
H -1.5127 -1.0787 -1.3315  0.294
H -1.1688 1.4992 0.8997  0.298

2) Here is the molecule CH3ClN2O2 from the OMol25 dataset. Energies are from ωB97M-V/def2-TZVPD.

SMILES: [O-]/[N+](CCl)=N\O
Orbital gap (eV): 10.060
Total charge: 0
Highest occupied orbital energy (eV): -9.49
LUMO (Ha): 0.02114

Each line ends with the Mulliken charge.
Geometry (Å):
C -1.1674 0.0419 -0.6224  -0.373
N 0.5870 -0.3577 0.9303  -0.401
N 0.2464 0.0266 -0.2514  0.885
O 0.9852 0.5091 -1.1261  -0.636
O 1.9034 -0.1058 1.0137  -0.340
Cl -2.1385 0.6210 0.7162  -0.145
H -1.1522 0.8224 -1.3752  0.336
H -1.5569 -0.9592 -1.0252  0.295
H 2.2930 -0.5984 1.7401  0.379

3) Here is the molecule CH3ClN2O2 from the OMol25 dataset. Energies are from ωB97M-V/def2-TZVPD.

SMILES: O=[N+]([O-])CNCl
Orbital gap (eV): 9.795
Total charge: 0
Highest occupied orbital energy (eV): -10.07
LUMO (Ha): -0.01017

Each line ends with the Mulliken charge.
Geometry (Å):
C -0.0536 0.2246 0.6554  -0.457
N -0.3100 -1.2170 0.2727  -0.404
N 0.4325 0.9734 -0.4579  0.947
O 1.0536 0.2375 -1.1902  -0.530
O 0.1433 2.1408 -0.6524  -0.550
Cl -1.5683 -1.5220 -0.9093  -0.063
H -0.9478 0.5638 1.0473  0.381
H 0.6877 0.1752 1.3439  0.334
H 0.5626 -1.5764 -0.1095  0.341

Which of them is most stable, and which least? Most stable: 2); least stable: 1).

1) Here is the molecule C3H7NSi from the OMol25 dataset. Energies are from ωB97M-V/def2-TZVPD.

SMILES: C[Si]1(C)C=N1
Orbital gap (eV): 8.560
Total charge: 0
Highest occupied orbital energy (eV): -7.93
LUMO (Ha): 0.02328

Each line ends with the Mulliken charge.
Geometry (Å):
C -1.3262 -1.1263 -0.7399  -0.411
C 0.1119 -0.3034 1.8430  -0.909
C 0.7447 1.3491 -1.1928  -0.903
N -0.1199 -1.6079 -0.9093  -0.380
Si 0.1392 -0.0592 -0.0673  0.592
H -2.2263 -1.6816 -1.0081  0.334
H 1.1246 -0.6189 2.3041  0.293
H -0.2024 0.6035 2.2257  0.308
H -0.6220 -1.1885 1.9254  0.227
H 1.8275 1.1047 -1.5188  0.281
H -0.0510 1.1877 -2.1022  0.245
H 0.6000 2.3407 -0.7599  0.323

2) Here is the molecule C3H7NSi from the OMol25 dataset. Energies are from ωB97M-V/def2-TZVPD.

Orbital gap (spin up / spin down) (eV): 7.309 / 7.296
Total charge: 0
Highest occupied orbital energy (spin up / spin down) (eV): -7.69 / -7.78
LUMO (spin up / spin down) (Ha): -0.01418 / -0.01797

Each line ends with the Mulliken charge.
Geometry (Å):
C -2.1740 0.0803 0.1975  0.094
C 0.7723 -1.4899 -0.1522  -0.872
C 0.7000 1.4486 0.1726  -0.941
N -2.0835 -0.2132 -0.9537  -0.480
Si -0.2277 -0.1227 0.6764  0.183
H -3.0033 0.3771 0.9529  0.272
H 0.7203 -2.6189 0.2590  0.273
H 0.4890 -1.5951 -1.2052  0.315
H 1.8545 -1.2732 -0.0880  0.269
H 1.0129 1.5896 -0.9372  0.309
H 0.2041 2.4066 0.4102  0.316
H 1.7354 1.4109 0.6678  0.262

Which of them is most stable, and which least? Most stable: 1); least stable: 2).

1) Here is the ion C5H11N with charge -1 from the OMol25 dataset. Energies are from ωB97M-V/def2-TZVPD.

<S²>: 0.751
Orbital gap (spin up / spin down) (eV): 2.662 / 8.989
Total charge: -1
Highest occupied orbital energy (spin up / spin down) (eV): 1.43 / -5.07
2S+1: 2
LUMO (spin up / spin down) (Ha): 0.15044 / 0.14416

Each line ends with the Mulliken spin population.
Geometry (Å):
C -1.6692 0.2597 1.5376  0.398
C -1.4402 0.3404 0.0418  0.111
C -0.0281 1.0136 -0.1911  0.141
C 1.0204 -0.1884 0.0678  1.276
C 2.1827 -1.3074 -1.6528  2.162
N 1.1185 -0.8776 -1.2042  -1.229
H -2.6585 0.5903 1.8570  -0.126
H -1.5450 -0.7476 1.9296  -0.184
H -1.0166 0.8987 2.1533  0.004
H -1.6186 -0.6057 -0.5169  0.010
H -2.2668 1.0398 -0.3521  -0.011
H 0.0288 1.3101 -1.2897  -0.068
H 0.2005 1.9728 0.2873  -0.215
H 0.6953 -0.9150 0.9515  -0.350
H 1.8852 0.1357 0.4152  -0.043
H 1.8956 -1.7225 -2.6362  -0.260
H 3.2160 -1.1969 -1.3979  -0.615

2) Here is the ion C5H11N with charge -1 from the OMol25 dataset. Energies are from ωB97M-V/def2-TZVPD.

<S²>: 0.753
Orbital gap (spin up / spin down) (eV): 3.059 / 7.830
Total charge: -1
Highest occupied orbital energy (spin up / spin down) (eV): 1.58 / -3.35
2S+1: 2
LUMO (spin up / spin down) (Ha): 0.17048 / 0.16477

Each line ends with the Mulliken spin population.
Geometry (Å):
C 1.6538 -0.9471 -0.4987  0.239
C 0.3882 -0.2434 -1.0751  -0.027
C -0.5220 0.2578 0.0034  0.334
C -1.1866 1.4098 -0.0932  0.257
C -1.9578 1.8382 1.1017  0.213
N 1.5339 -2.1392 0.3785  -0.010
H 2.3998 -0.3270 0.0269  0.020
H 2.3450 -1.3293 -1.3050  -0.138
H -0.1666 -0.7552 -1.8586  -0.020
H 0.7616 0.7289 -1.4820  0.025
H -0.6229 -0.4245 0.8259  0.004
H -1.2564 2.1457 -0.8749  0.087
H -2.4937 0.9126 1.4640  -0.155
H -2.5645 2.8118 0.9734  0.016
H -1.3040 1.9878 1.8411  0.116
H 0.9982 -1.8174 1.1729  0.018
H 0.9133 -2.8507 -0.0625  0.018

Which of them is most stable, and which least? Most stable: 2); least stable: 1).

1) Here is a cluster of 10 separate species, H22NO9 in total from the OMol25 dataset. Energies are from ωB97M-V/def2-TZVPD.

Orbital gap (eV): 11.089
Total charge: +1
Highest occupied orbital energy (eV): -13.95
LUMO (Ha): -0.10513

Each line ends with the Mulliken charge.
Geometry (Å):
N 0.5624 0.0609 -0.0528  -0.204
H 0.8610 1.0745 -0.2673  0.349
H 0.9545 -0.2782 0.7391  0.340
H 0.8546 -0.5304 -0.9104  0.286
H -0.3414 0.1622 -0.1357  0.157
O 3.1759 -1.3845 -1.5717  -0.584
H 2.7466 -2.2817 -1.6864  0.321
H 3.7908 -1.7296 -1.0363  0.283
O -0.2073 -1.8884 2.8844  -0.667
H 0.1580 -2.0632 3.7687  0.311
H -0.7659 -2.6496 2.7585  0.333
O -0.3723 2.4656 1.8288  -0.520
H 0.0175 2.7870 2.5905  0.237
H -1.2933 2.3907 2.2448  0.325
O 1.0723 0.8825 -3.0911  -0.574
H 1.8349 1.4719 -2.9609  0.304
H 0.3880 1.3148 -3.6048  0.299
O -2.2319 -0.2513 1.8547  -0.607
H -3.0096 -0.1409 2.4988  0.302
H -1.5996 -0.8947 2.2896  0.371
O -2.1696 1.9288 -0.7618  -0.665
H -1.5714 2.7483 -0.6966  0.290
H -2.9682 2.3087 -0.3823  0.297
O 3.4019 0.1266 1.6146  -0.586
H 3.4132 0.8637 2.2369  0.310
H 3.8160 0.5228 0.9553  0.278
O -0.3921 -2.2525 -1.9667  -0.678
H -1.1299 -1.7375 -1.8086  0.327
H 0.0897 -1.9515 -2.9514  0.367
O -2.7436 -0.5249 -1.6887  -0.652
H -2.8635 0.4459 -1.3321  0.349
H -3.4776 -0.9956 -1.3590  0.302

2) Here is a cluster of 10 separate species, H22NO9 in total from the OMol25 dataset. Energies are from ωB97M-V/def2-TZVPD.

Orbital gap (eV): 10.554
Total charge: +1
Highest occupied orbital energy (eV): -13.70
LUMO (Ha): -0.11578

Each line ends with the Mulliken charge.
Geometry (Å):
N 0.4592 -0.1170 -0.5235  -0.155
H 1.1382 -0.0990 0.1855  0.314
H -0.4478 -0.4090 -0.0025  0.260
H 0.7062 -0.6430 -1.2275  0.238
H 0.3382 0.9020 -0.7475  0.265
O 1.0902 2.9200 0.6025  -0.662
H 1.8082 3.4210 0.7985  0.270
H 0.4342 2.9540 1.3835  0.350
O -0.6758 4.3570 -1.0445  -0.610
H -0.1418 3.7740 -0.4315  0.389
H -0.1868 4.6160 -1.7175  0.275
O 1.2732 -3.1060 1.3995  -0.639
H 0.6232 -3.8570 1.7995  0.356
H 1.2572 -2.3130 2.0795  0.300
O -2.0568 -2.0870 -1.0905  -0.686
H -3.0768 -1.8920 -1.3745  0.360
H -1.7798 -2.5500 -1.8925  0.267
O -2.0488 1.3820 -1.4445  -0.579
H -2.8348 1.8720 -1.3515  0.276
H -1.6238 1.5740 -2.3415  0.321
O 1.9192 -2.6700 -1.8315  -0.581
H 2.1752 -3.5560 -1.4455  0.318
H 1.1112 -2.8200 -2.0955  0.258
O -3.1508 -2.2240 1.6475  -0.543
H -3.2788 -1.4970 2.0525  0.285
H -2.7668 -1.9430 0.8205  0.317
O -0.7588 0.7330 2.3975  -0.569
H -0.6408 -0.1160 2.8875  0.317
H -0.5038 1.3640 2.9885  0.273
O 3.5122 0.5480 -0.2185  -0.613
H 3.8532 1.2140 0.5055  0.319
H 4.2732 0.2690 -0.7675  0.307

Which of them is most stable, and which least? Most stable: 1); least stable: 2).

1) Here is the molecule C4H4N4 from the OMol25 dataset. Energies are from ωB97M-V/def2-TZVPD.

SMILES: C1Cc2nnnnc21
Orbital gap (eV): 8.966
Total charge: 0
Highest occupied orbital energy (eV): -9.89
LUMO (Ha): -0.03401

Each line ends with the Mulliken charge.
Geometry (Å):
C 2.0024 0.7835 0.1136  -0.553
C 1.9807 -0.7178 -0.0429  -0.134
C 0.3665 -0.7978 -0.0591  0.158
C 0.3782 0.5640 0.0639  0.403
H 2.4765 0.9207 1.0518  0.287
H 2.6952 1.1834 -0.8315  0.251
H 2.3125 -1.3851 -0.9548  0.296
H 2.4240 -1.0652 0.9406  0.186
N -0.8756 -1.3661 -0.0896  -0.267
N -1.9830 -0.6129 0.1510  -0.185
N -1.9682 0.7777 0.0491  -0.123
N -0.6411 1.3949 -0.2047  -0.320

2) Here is the molecule C4H4N4 from the OMol25 dataset. Energies are from ωB97M-V/def2-TZVPD.

SMILES: [H]/N=c1\ccncnn1
Orbital gap (eV): 8.472
Total charge: 0
Highest occupied orbital energy (eV): -9.29
LUMO (Ha): -0.03007

Each line ends with the Mulliken charge.
Geometry (Å):
C -1.3025 0.1299 -0.0508  0.495
C -0.3161 1.3941 0.2612  -0.284
C 0.9738 1.2618 0.0954  0.009
C 1.5471 -0.8659 -0.4190  -0.065
H -3.0324 0.6064 -0.9918  0.255
H -0.8308 2.1193 1.0056  0.270
H 1.4617 2.2573 0.2589  0.303
H 2.4625 -1.5310 -0.5542  0.302
N -2.5384 -0.1479 -0.4765  -0.635
N 2.0118 0.4054 -0.3313  -0.405
N 0.4094 -1.4757 0.3781  -0.160
N -0.6650 -0.9206 0.5671  -0.085

Which of them is most stable, and which least? Most stable: 2); least stable: 1).